The ion C3H8NO2 with charge -1. Source: the Open Molecules 2025 dataset; level of theory: ωB97M-V/def2-TZVPD.

net charge = -1
spin multiplicity = 1
HOMO level = -2.3253 eV
maximum force = 2.70 eV Å⁻¹
structure (SMILES) = N[C@@H](C[O-])CO
relative energy (zero: lowest compared OMol25 entry of this formula, charge and spin) = 2.9471 eV
Kohn-Sham gap = 6.38 eV

XYZ file:
```
14
C3H8NO2 (ωB97M-V/def2-TZVPD)
O -2.17210 0.01774 1.02640
O 2.17844 -0.55293 0.44035
N 0.67343 0.83604 -1.32574
C -0.05080 0.37316 -0.05340
C -1.58713 0.04369 -0.19890
C 0.78039 -0.81740 0.43584
H 2.34365 0.35520 0.17770
H 0.18304 1.26900 0.53010
H -1.92824 0.89567 -0.79716
H 0.23049 1.50992 -1.93750
H 0.40964 -1.05418 1.43097
H -1.64528 -0.93563 -0.72743
H 0.95236 0.00462 -1.83438
H 0.64712 -1.68076 -0.22692
```

How positive or negative is each atom? The Löwdin charges in e answer that: atom 1 (O): -0.384, atom 2 (O): -0.114, atom 3 (N): -0.012, atom 4 (C): -0.351, atom 5 (C): -0.503, atom 6 (C): -0.254, atom 7 (H): 0.052, atom 8 (H): 0.122, atom 9 (H): 0.063, atom 10 (H): 0.040, atom 11 (H): 0.109, atom 12 (H): 0.081, atom 13 (H): 0.044, atom 14 (H): 0.108